Molecular formula: C33H57As3N2OPdS
Method: DFT, ωB97M-V with the def2-TZVPD basis set

Output
total energy: -8708.27545 Eh
total charge: +4
energy above the lowest of the compared OMol25 structures with the same formula, charge and spin: 0.0 kcal/mol
2S+1: 5
HOMO level (alpha / beta): -0.6505 / -0.6504 Eh
orbital gap (alpha / beta): 7.0 / 4.3 eV
LUMO (alpha / beta): -10.7 / -13.4 eV
molar mass: 861.085 g/mol

Each line ends with the Mulliken charge.
Geometry (Å):
H (6.1546, 2.6180, -0.3192)  0.344
H (-6.2550, 3.1342, -1.4316)  0.451
H (3.0091, 4.8067, 1.1704)  0.582
H (-5.1895, -1.3134, -0.5206)  0.406
H (-3.8506, -0.0073, 2.0607)  0.367
C (1.9253, -5.6055, -1.4426)  -0.866
H (-3.1278, -4.5498, -1.4805)  0.396
N (-2.6591, -0.6466, -0.5515)  1.276
H (0.0814, -3.8956, 2.1008)  0.401
C (1.9044, -5.0680, -0.1241)  -0.831
C (1.0556, -4.0584, 0.2067)  1.090
H (-2.4536, 0.9991, 1.7444)  -0.016
H (1.1405, -5.5217, -3.4547)  0.585
C (2.4500, 0.2641, -2.3694)  -1.279
C (-3.1081, -1.8336, -0.4749)  0.675
H (-0.6385, -1.9446, 5.4263)  0.476
C (2.8674, 1.3905, 0.5328)  -2.096
C (3.3384, -1.4083, -0.1320)  -1.290
H (-1.4195, -4.2738, -3.5808)  0.388
H (-1.0169, -2.6720, 3.8455)  0.243
C (-5.4974, 2.3817, -1.2544)  -0.990
As (2.0114, -0.0440, -0.5068)  0.910
C (-2.6248, -4.3701, -0.5243)  -1.886
C (-4.0387, 1.2135, 0.2765)  1.485
H (-5.3901, 1.7818, -3.3072)  0.557
H (7.2869, 3.7646, 0.4403)  0.417
H (-0.2002, 0.7553, 5.6021)  0.477
C (3.2099, 3.7555, 1.3878)  -1.618
H (-2.5782, -0.6433, -3.0694)  0.041
H (-1.5214, 4.5634, -0.1660)  0.639
H (2.5619, -5.4842, 0.6318)  0.539
H (-2.0859, -1.3951, 4.5144)  0.361
H (3.0688, -2.3422, -0.6210)  0.312
H (0.3941, 2.4576, -2.9616)  0.289
H (2.6152, -6.4125, -1.6737)  0.477
H (2.3978, 2.8694, -1.8719)  0.248
H (0.9264, -2.4349, 1.6126)  -0.155
H (-4.7951, -2.7237, 0.4768)  0.464
H (4.9673, 2.3184, 3.7255)  0.374
O (-0.6409, -0.3496, 2.2458)  -0.890
H (-4.8252, -2.8749, -1.2705)  0.443
H (1.8417, -3.8444, 2.1854)  0.511
C (-1.8292, 3.5550, 0.1077)  -1.143
H (-4.2532, -0.9645, -3.5412)  0.360
H (-1.9543, 3.4811, 1.1846)  0.386
C (-5.0077, 2.1785, 0.0232)  -0.792
H (5.6476, 1.3969, 2.3379)  0.304
H (-3.3799, -4.5153, 0.2493)  0.525
H (0.7445, 2.9132, 1.5758)  0.434
C (-4.5630, -2.1960, -0.4544)  -1.825
H (1.6874, 0.8224, -2.8990)  0.207
C (-2.0968, -2.9756, -0.4788)  0.535
Pd (-0.4782, -0.2414, 0.0660)  1.063
C (2.5113, 2.8741, 0.3075)  2.348
H (-1.2357, 3.1032, -2.7485)  0.500
H (2.5487, -0.7153, -2.8349)  0.519
C (-3.5431, 0.9726, 1.6836)  -1.219
C (-1.0629, -1.7593, 4.4351)  -0.972
H (-1.1624, -2.6165, -3.0071)  0.047
S (-0.0442, -0.5365, 3.6448)  0.413
C (1.0163, 3.1697, 0.5485)  -1.998
C (-3.5436, -0.1766, -3.2679)  -1.740
H (3.4050, 0.7798, -2.4325)  0.431
H (2.6636, 1.1153, 1.5716)  0.567
H (6.6596, 2.5486, 3.2405)  0.422
C (-3.5937, 0.4392, -0.7913)  -1.245
H (3.9350, 1.2338, 0.3586)  0.546
H (5.9970, 4.3864, -0.6121)  0.418
N (-0.8421, -2.7033, -0.4986)  1.134
H (-1.8390, -5.1093, -0.3957)  0.446
H (2.7735, 4.4408, -1.1800)  0.455
C (2.9473, 3.3676, -1.0766)  -1.699
As (5.1425, 3.7274, 1.6622)  0.600
C (-4.0484, 0.6395, -2.0922)  1.300
As (-0.4351, 2.3734, -0.5154)  0.373
H (-3.4355, 0.4542, -4.1501)  0.584
H (4.2782, -1.0548, -0.5526)  0.579
C (-5.0111, 1.6217, -2.3022)  -0.940
H (2.8237, 3.5578, 2.3897)  0.585
H (0.8394, 4.2411, 0.4314)  0.712
H (-0.0602, -3.3547, -4.1736)  0.598
H (-1.6781, 0.9041, 4.5904)  0.333
H (-3.9411, 1.7277, 2.3609)  0.495
H (-5.3970, 2.7660, 0.8482)  0.474
C (1.0878, -5.1064, -2.4536)  -0.710
C (-0.2363, 3.0603, -2.3194)  -1.310
C (5.6520, 2.3424, 2.8820)  -0.968
C (0.2041, -4.0976, -2.1899)  1.287
C (6.2600, 3.6162, 0.1080)  -1.000
H (3.4487, -1.5766, 0.9374)  0.413
H (4.0095, 3.1842, -1.2482)  0.207
C (0.1373, -3.6044, -0.8155)  -0.696
C (0.9810, -3.5200, 1.6036)  -0.966
C (-0.6624, -3.5413, -3.2826)  -1.694
H (-2.7659, 3.3118, -0.3864)  0.253
C (-0.5884, 0.8690, 4.5848)  -0.987
H (-0.1689, 1.7639, 4.1310)  0.283
H (0.1651, 4.0694, -2.2422)  0.462

Forces on the atoms, in the same order (eV/Å):
0.018 -0.007 -0.033
0.002 -0.042 -0.005
-0.125 0.000 0.009
-0.011 0.017 0.011
-0.020 0.023 -0.025
-0.017 0.051 0.140
-0.004 0.039 0.034
0.225 0.404 0.238
0.029 0.002 -0.021
0.203 -0.320 -0.346
-0.364 0.229 -0.120
0.001 0.012 -0.025
0.045 -0.008 0.093
-0.044 -0.107 -0.009
-0.261 -0.270 -0.024
-0.071 0.012 -0.075
-0.079 0.266 -0.035
-0.098 -0.093 0.029
0.025 0.034 0.052
0.021 -0.002 0.033
-0.058 0.082 -0.050
-0.036 0.097 0.369
-0.002 0.006 -0.017
-0.157 -0.142 0.450
0.054 -0.012 0.084
0.028 -0.020 -0.018
-0.067 0.037 -0.103
0.113 0.120 -0.029
0.021 0.021 0.005
0.005 0.059 0.025
-0.011 -0.011 -0.109
-0.012 -0.033 -0.025
-0.010 0.006 0.001
0.048 -0.031 -0.019
-0.068 0.084 0.037
0.022 0.011 -0.010
-0.002 0.185 -0.026
0.024 0.039 -0.047
-0.022 -0.025 0.010
-0.207 0.025 -0.130
0.038 0.060 0.024
-0.014 -0.006 -0.015
-0.085 -0.044 -0.028
0.054 0.029 0.070
-0.003 -0.021 0.037
0.001 -0.012 0.239
-0.006 -0.041 0.022
-0.001 -0.011 -0.010
-0.007 -0.001 0.044
0.113 -0.173 -0.040
-0.038 0.053 -0.016
-0.047 0.189 0.095
0.270 0.493 -0.641
0.007 0.022 -0.035
-0.037 0.007 -0.029
-0.002 -0.023 -0.042
-0.093 0.040 -0.164
-0.022 -0.129 0.088
-0.007 0.019 0.005
0.370 -0.003 -0.168
0.076 -0.101 -0.097
-0.198 0.066 0.113
0.046 0.003 -0.040
0.012 -0.025 0.055
0.019 -0.029 0.000
0.149 -0.175 0.091
0.075 0.046 0.002
-0.008 -0.005 -0.023
-0.247 -0.384 -0.073
0.030 -0.020 0.000
-0.010 -0.029 0.008
-0.030 -0.076 0.076
-0.007 -0.177 -0.090
0.181 -0.153 -0.475
0.066 -0.230 0.346
-0.020 0.006 0.032
0.084 -0.030 0.025
0.031 0.066 -0.234
-0.046 -0.041 0.006
0.051 0.061 0.048
-0.004 -0.019 0.040
0.048 0.060 -0.011
-0.039 -0.026 -0.023
0.050 -0.027 -0.037
0.281 -0.219 0.070
-0.121 -0.123 -0.022
0.100 0.067 0.133
-0.110 0.391 0.269
0.087 0.167 0.002
-0.020 0.010 0.015
-0.065 -0.021 -0.027
0.029 -0.132 -0.062
-0.127 -0.165 -0.065
0.008 -0.085 0.055
0.027 0.021 -0.017
-0.035 0.077 0.152
0.012 0.026 0.024
-0.006 0.039 -0.026